This record from the Open Molecules 2025 dataset describes a molecular structure, C30H60F4N2O9Si2. The level of theory is wB97M-V/def2-TZVPD.

Computed properties:
LUMO energy, eV: 0.515

Cartesian coordinates (Å):
C: -5.436 -0.180 2.083
C: -4.148 0.038 1.292
C: -3.452 -1.261 0.964
O: -2.312 -0.970 0.157
C: -2.026 -1.968 -0.808
Si: -0.409 -1.641 -1.683
C: -0.324 0.128 -2.377
C: -1.550 0.926 -2.139
O: -1.746 1.677 -1.231
O: -2.485 0.703 -3.082
O: 0.926 -2.030 -0.771
Si: 1.157 -1.361 0.729
C: 0.780 0.461 0.802
C: 1.078 1.072 2.197
C: 0.041 2.083 2.570
N: -0.244 3.036 1.539
O: -0.486 2.088 3.643
C: 2.955 -1.689 1.190
C: 3.897 -0.662 1.117
C: 5.229 -0.951 1.420
C: 5.524 -2.257 1.794
C: 4.526 -3.224 1.836
N: 3.255 -2.956 1.530
C: 0.035 -2.196 2.090
F: -0.683 -3.248 1.645
F: -0.844 -1.310 2.610
F: 0.764 -2.645 3.137
C: -0.378 -2.768 -3.209
F: -0.307 -4.111 -2.797
C: 0.773 -2.455 -4.162
C: 0.303 -1.864 -5.517
H: -6.189 -0.597 1.427
H: -5.798 0.762 2.473
H: -5.248 -0.885 2.890
H: -4.393 0.522 0.346
H: -3.451 0.694 1.808
H: -4.125 -1.944 0.448
H: -3.100 -1.716 1.891
H: -2.040 -2.976 -0.390
H: -2.799 -1.961 -1.592
H: 0.541 0.660 -1.999
H: -0.186 0.046 -3.453
H: -3.196 1.332 -2.896
H: -0.274 0.628 0.589
H: 1.388 0.975 0.064
H: 1.168 0.322 2.976
H: 2.041 1.579 2.167
H: -0.264 3.956 1.972
H: -1.158 2.858 1.139
H: 3.621 0.336 0.816
H: 5.998 -0.197 1.365
H: 6.534 -2.534 2.052
H: 4.756 -4.236 2.129
H: -1.339 -2.653 -3.712
H: 1.431 -1.711 -3.723
H: 1.317 -3.369 -4.362
H: 0.738 -0.890 -5.711
H: 0.592 -2.503 -6.346
H: -0.777 -1.751 -5.566
C: 9.721 -3.509 4.812
C: 8.246 -3.753 5.092
C: 8.036 -4.993 5.947
O: 7.521 -3.868 3.866
H: 10.149 -4.352 4.262
H: 9.852 -2.616 4.199
H: 10.284 -3.382 5.737
H: 7.824 -2.886 5.600
H: 8.414 -5.880 5.431
H: 6.974 -5.150 6.138
H: 8.552 -4.906 6.904
H: 7.869 -4.631 3.391
C: -10.349 1.368 0.683
C: -9.181 0.757 -0.075
C: -9.599 0.287 -1.461
O: -8.619 -0.325 0.667
H: -11.141 0.627 0.822
H: -10.032 1.700 1.671
H: -10.768 2.221 0.146
H: -8.382 1.493 -0.167
H: -10.370 -0.486 -1.383
H: -8.751 -0.147 -1.990
H: -9.998 1.110 -2.056
H: -9.302 -0.996 0.771
C: 3.734 1.673 -8.636
C: 2.909 0.442 -8.291
C: 2.016 0.023 -9.448
O: 2.125 0.681 -7.122
H: 3.078 2.520 -8.856
H: 4.368 1.956 -7.796
H: 4.367 1.494 -9.506
H: 3.576 -0.381 -8.031
H: 1.309 0.821 -9.692
H: 1.435 -0.861 -9.182
H: 2.602 -0.201 -10.341
H: 1.521 1.406 -7.315
C: -0.683 7.678 4.796
C: -1.156 6.566 3.874
C: -1.202 5.220 4.576
O: -0.306 6.484 2.723
H: 0.330 7.470 5.153
H: -0.656 8.631 4.267
H: -1.338 7.778 5.662
H: -2.148 6.810 3.491
H: -0.204 4.933 4.917
H: -1.545 4.443 3.895
H: -1.867 5.237 5.441
H: 0.582 6.281 3.037